[1]
{
  "formula": "C26H45O13Y",
  "method": "ωB97M-V with the def2-TZVPD basis set",
  "gap_ev": 6.84,
  "lumo_energy_ev": 0.5,
  "total_energy_ev": -55354.0841,
  "largest_force_ha_per_bohr": 0.0877,
  "species": ["H", "H", "C", "C", "H", "H", "O", "C", "H", "Y", "H", "C", "C", "H", "H", "C", "H", "O", "H", "O", "H", "H", "C", "C", "C", "C", "C", "C", "C", "H", "H", "C", "O", "C", "H", "O", "H", "H", "C", "H", "C", "H", "H", "H", "H", "H", "H", "C", "H", "H", "H", "H", "C", "C", "C", "H", "H", "H", "H", "C", "H", "O", "H", "C", "O", "H", "O", "O", "O", "H", "H", "C", "H", "O", "H", "H", "O", "H", "C", "H", "O", "H", "C", "H", "H"],
  "positions_angstrom": [[0.514, 3.075, 3.068], [3.527, -0.171, 3.430], [2.829, -2.944, 4.103], [0.492, 4.623, 0.037], [-5.195, -1.066, -0.627], [-3.543, -1.398, 3.449], [-0.852, 1.700, 2.290], [1.907, -1.362, 2.733], [-3.510, 0.280, -2.117], [-0.401, 0.263, 0.406], [0.944, 0.084, -5.950], [-2.671, -2.143, 1.710], [-1.013, 2.691, 4.501], [-6.078, 0.262, -1.294], [-4.546, -3.497, 3.396], [-3.802, 0.606, -1.119], [-5.465, 0.287, 0.292], [0.116, -1.863, -0.539], [1.263, 4.110, 0.613], [-0.385, 4.218, -2.029], [-2.175, 1.387, -4.000], [4.112, 2.175, 0.973], [1.105, 5.627, -1.001], [3.396, -1.021, 2.760], [-1.119, 0.253, -5.500], [-0.182, 3.610, -0.852], [2.074, -2.609, -1.885], [0.987, -2.705, -0.847], [2.872, 1.567, -0.693], [-1.947, -0.450, -5.596], [-0.713, 2.098, -4.550], [4.213, 1.679, 0.007], [1.654, -2.470, 3.433], [-4.165, -3.727, 1.196], [-4.333, -0.825, 1.974], [-1.606, -1.496, 1.657], [3.734, -0.738, 1.763], [2.829, -1.862, -1.641], [-4.695, -3.006, 2.434], [-0.758, 6.289, -1.915], [0.050, 5.583, -2.104], [2.752, -2.607, 5.137], [2.100, 5.450, -1.408], [-4.163, -4.805, 1.355], [4.618, 0.669, 0.058], [0.507, 5.953, -3.022], [2.150, -4.620, -2.677], [0.192, -0.486, -5.403], [1.190, 6.652, -0.640], [-4.723, -3.556, 0.275], [-0.280, 5.038, 0.686], [-1.128, 0.846, -6.414], [-5.180, 0.019, -0.725], [4.005, -2.289, 3.330], [-1.155, 1.136, -4.290], [3.269, -4.365, 0.213], [4.812, -2.191, 4.056], [-0.538, 3.292, 5.277], [-3.813, 1.694, -1.185], [2.459, -4.511, -0.501], [4.872, 2.230, -0.663], [1.292, -3.736, -0.090], [-1.854, 3.296, 4.165], [-3.900, -1.698, 2.464], [-0.586, 2.443, -0.641], [0.195, -1.486, -5.836], [-2.820, -3.358, 1.065], [0.990, -0.891, 2.046], [-2.794, 0.253, -0.254], [4.339, -2.976, 2.552], [2.355, -5.594, -0.431], [-0.393, 0.267, -3.292], [3.069, 1.154, -1.683], [-0.463, 0.240, -2.058], [3.745, -4.001, -2.175], [-5.739, -2.753, 2.249], [0.442, -0.485, -4.019], [0.668, 1.584, 3.704], [-0.129, 2.249, 3.372], [2.921, -4.028, 4.169], [1.869, 0.766, -0.150], [-1.398, 1.798, 4.995], [2.681, -4.020, -1.938], [1.587, -2.273, -2.801], [2.514, 2.586, -0.835]]
}

---

[2]
{
  "formula": "C26H46BrIrN3O3PS",
  "method": "ωB97M-V with the def2-TZVPD basis set",
  "gap_ev": [7.59, 6.78],
  "s2": 0.758,
  "charge": 1,
  "multiplicity": 2,
  "lumo_energy_ev": [-3.2, -4.1],
  "total_energy_ev": -131322.4980,
  "de_lowest_kcal_mol": 5.1,
  "largest_force_ha_per_bohr": 0.0158,
  "species": ["C", "H", "O", "H", "H", "H", "H", "H", "H", "C", "C", "C", "S", "H", "N", "C", "H", "H", "N", "Ir", "H", "C", "H", "H", "C", "H", "H", "C", "C", "H", "H", "H", "C", "H", "H", "C", "C", "H", "H", "H", "H", "H", "H", "C", "H", "C", "H", "C", "C", "C", "H", "H", "H", "H", "O", "C", "C", "H", "C", "H", "H", "Br", "P", "H", "H", "N", "C", "C", "H", "O", "C", "H", "H", "H", "H", "H", "C", "H", "H", "H", "C", "C"],
  "positions_angstrom": [[0.184, 0.653, -5.916], [2.802, -2.449, -4.758], [-3.261, 0.433, -3.662], [-1.210, -2.889, 4.590], [3.575, -1.326, 2.813], [-2.815, 1.025, 2.208], [-3.741, -2.367, -2.786], [0.192, 2.426, -2.530], [1.657, -0.737, -6.764], [0.372, -0.781, -4.131], [-0.817, -1.614, 2.922], [1.174, 1.992, -2.385], [0.067, -1.686, -2.667], [2.328, -1.694, 1.621], [1.589, -0.730, -4.661], [3.529, 2.017, -2.820], [-0.443, 1.217, 5.145], [2.158, 3.463, -3.608], [-0.498, -0.103, -4.863], [-0.329, -0.123, -0.951], [-1.699, 2.373, 4.728], [-4.108, 0.267, -0.558], [-1.117, -3.593, 2.188], [0.928, 2.722, 3.552], [2.275, 2.577, -2.999], [0.245, 1.707, -5.638], [2.727, -0.567, -0.810], [2.666, 1.020, 2.172], [2.590, 0.325, -1.407], [-3.420, 0.993, -0.128], [0.467, -2.381, 4.525], [2.338, 1.086, 1.136], [2.073, 0.254, 4.479], [-4.799, -2.259, -1.359], [2.613, 2.009, 2.614], [-2.325, -1.388, 2.731], [0.114, 2.714, 2.832], [-2.031, 0.654, 4.612], [-0.778, -1.262, 5.096], [-2.436, 2.732, 2.374], [3.716, 0.725, 2.169], [-0.347, 0.566, -6.860], [-5.048, -1.194, -2.761], [-0.810, 1.498, 2.992], [0.523, 2.789, 1.824], [-1.264, 1.408, 4.456], [3.643, -0.901, -4.514], [1.882, -0.032, 2.984], [-0.555, -2.042, 4.371], [-3.385, -0.654, -1.521], [1.768, 1.263, 4.750], [-2.054, -2.081, -1.328], [2.134, -2.189, 3.314], [-1.425, 0.155, -4.538], [-2.344, -1.341, -0.765], [2.497, -1.402, 2.658], [-2.025, 1.761, 2.091], [2.383, 0.689, -5.999], [1.560, -0.021, -5.944], [0.572, -3.129, 2.110], [-2.746, -0.691, 3.451], [5.026, 2.781, -3.690], [0.090, -0.044, 2.436], [-0.575, -2.486, 0.929], [-4.888, 0.805, -1.095], [0.139, -0.003, 0.803], [3.697, 0.901, -2.017], [-0.440, -2.764, 1.973], [-0.487, 3.606, 3.015], [-1.564, 0.755, -2.298], [-2.713, 0.211, -2.602], [3.140, 0.173, 4.699], [4.682, 0.476, -1.878], [-2.821, -2.349, 2.883], [-4.569, -0.316, 0.240], [-2.557, -1.056, 1.721], [2.759, -1.481, -4.253], [2.738, -1.631, -3.178], [-1.735, 1.815, 1.042], [1.554, -0.452, 5.123], [1.316, 0.855, -1.591], [-4.302, -1.686, -2.142]]
}

---

[3]
{
  "formula": "C26H46ErO2P2",
  "method": "ωB97M-V with the def2-TZVPD basis set",
  "gap_ev": [5.20, 5.33],
  "s2": 3.840,
  "charge": 1,
  "multiplicity": 4,
  "lumo_energy_ev": [-2.6, -2.6],
  "total_energy_ev": -77988.3660,
  "largest_force_ha_per_bohr": 0.1041,
  "species": ["H", "H", "H", "H", "H", "H", "H", "H", "O", "C", "P", "C", "C", "H", "H", "H", "H", "C", "H", "C", "C", "H", "C", "H", "H", "H", "C", "H", "H", "Er", "H", "H", "C", "C", "C", "C", "H", "C", "C", "H", "H", "H", "H", "H", "H", "H", "P", "H", "H", "C", "H", "H", "H", "H", "H", "H", "C", "C", "C", "C", "C", "C", "C", "C", "H", "H", "H", "H", "C", "H", "H", "C", "H", "O", "C", "H", "H"],
  "positions_angstrom": [[-2.442, 1.288, -3.504], [3.388, -1.986, 3.663], [-1.547, -3.990, 1.051], [1.200, -2.262, -4.376], [2.165, -3.421, 0.455], [-1.045, 2.349, -4.924], [3.491, -2.142, 1.892], [2.144, -0.211, 4.867], [-0.093, 1.200, 2.025], [0.548, 2.278, 1.833], [-2.034, 0.652, -0.300], [1.268, 0.713, -3.006], [-0.607, 1.364, -4.684], [-3.695, 1.056, -2.077], [2.309, 0.185, 0.877], [-3.996, -0.485, -1.237], [-0.432, 0.871, -5.648], [0.760, -2.662, 1.922], [-1.601, -1.439, 5.329], [2.868, 3.510, 0.838], [1.533, -1.695, 2.669], [0.652, 2.678, -3.515], [0.114, 2.919, -0.860], [-2.679, -1.918, 4.018], [-2.733, -1.113, -3.409], [-0.902, 4.136, 3.989], [-1.825, -1.276, 4.262], [-2.122, -0.225, 4.146], [1.487, -1.304, -2.301], [0.172, -0.605, 0.726], [1.490, 1.857, -4.812], [-0.749, 2.330, 4.130], [1.315, -3.754, 1.075], [1.057, -0.210, 4.737], [-1.426, -1.050, -1.045], [-0.859, 3.184, 3.454], [2.527, 4.232, 1.608], [-1.640, 0.639, -3.880], [-3.692, 0.556, -1.105], [-0.778, -1.888, -0.608], [-0.982, -0.805, -2.023], [-0.593, 1.278, -2.082], [0.545, -4.193, 0.418], [0.616, -0.560, 5.683], [3.633, 2.865, 1.301], [0.723, 0.825, 4.579], [1.506, 2.479, 0.264], [-1.009, -2.680, -3.943], [-1.097, -1.831, -5.487], [0.745, 1.696, -4.006], [3.358, -0.530, 2.663], [2.040, 1.155, -2.367], [-2.693, -2.940, 1.952], [-1.736, 3.048, 2.816], [3.048, 0.748, -0.614], [-1.789, 2.507, -1.798], [3.015, -1.579, 2.708], [0.634, -1.319, -4.314], [-1.723, -3.462, 2.001], [2.088, 0.756, -0.063], [-0.861, -1.697, -4.415], [-0.613, -2.531, 2.337], [-1.020, 1.901, -1.297], [-1.792, -0.699, -3.797], [-0.401, 3.805, -0.451], [1.687, -4.564, 1.730], [0.926, -0.750, -5.214], [-2.370, -1.585, -1.218], [-0.655, -1.571, 3.393], [3.313, 4.058, -0.005], [1.411, 0.145, -0.763], [0.647, -1.071, 3.604], [0.612, 3.249, -1.785], [0.341, 3.303, 2.620], [1.080, -0.620, -3.060], [-1.815, -4.232, 2.786], [-4.411, 1.037, -0.426]]
}

---

[4]
{
  "formula": "C26H46F2N7O6P",
  "method": "ωB97M-V with the def2-TZVPD basis set",
  "gap_ev": 8.35,
  "lumo_energy_ev": -0.7,
  "total_energy_ev": -65143.4021,
  "smiles": "NCCCCO[P@](=O)(O)ON(C(=O)F)C(=O)F.CCCC#N.CCCC#N.CCCC#N.CCCC#N.CCCC#N",
  "largest_force_ha_per_bohr": 0.1410,
  "species": ["H", "H", "N", "H", "H", "C", "H", "C", "C", "C", "C", "H", "H", "H", "H", "C", "C", "H", "O", "H", "C", "C", "H", "O", "H", "N", "O", "C", "H", "C", "H", "C", "C", "N", "H", "C", "H", "C", "H", "F", "H", "H", "H", "H", "H", "C", "P", "H", "C", "C", "H", "H", "C", "N", "H", "C", "F", "N", "C", "H", "H", "H", "H", "O", "H", "C", "H", "O", "H", "C", "H", "C", "H", "H", "H", "H", "N", "C", "H", "H", "N", "H", "H", "C", "O", "H", "H", "H"],
  "positions_angstrom": [[-2.958, 0.525, 7.449], [-1.143, 1.155, -7.068], [-5.177, 2.546, -7.301], [-2.405, 1.060, 5.865], [7.691, -3.465, 0.874], [0.397, -1.956, 2.011], [2.135, -2.411, 6.931], [-4.897, 0.697, 4.553], [5.080, -3.479, -1.437], [0.422, -2.411, 5.628], [5.946, -2.949, -0.300], [-1.057, -1.080, -5.041], [0.877, -2.543, 2.797], [-2.243, 0.322, 2.004], [1.175, -1.351, 1.538], [0.657, -3.692, 7.816], [-1.379, 0.035, -5.034], [-1.854, -0.543, -7.142], [1.895, 1.217, -2.931], [0.982, -2.009, 4.780], [-0.489, 0.653, 0.844], [-3.687, 2.275, -7.406], [-4.780, -0.343, 4.236], [-0.188, 0.858, -4.704], [-0.781, 6.319, -3.367], [6.104, -6.267, 0.869], [3.262, 3.225, -1.452], [2.720, 2.195, -0.943], [-5.504, 2.381, -6.327], [-1.451, -0.271, 1.537], [-0.072, -4.456, 7.535], [-0.712, -1.088, 2.599], [-0.279, 5.476, -3.848], [0.274, 1.383, 0.293], [-4.059, 0.136, -6.900], [-4.568, 0.846, 6.040], [0.135, -2.904, 8.369], [-3.981, 1.568, 3.736], [-2.195, 0.246, -4.251], [3.433, -0.863, -0.425], [-4.716, 1.886, 6.350], [0.294, 5.863, -4.696], [-5.278, 3.559, -7.505], [7.749, -4.052, -0.795], [-0.496, 0.771, -1.416], [-3.391, 0.981, -6.460], [0.572, 0.151, -3.323], [-0.002, -2.650, 1.265], [-0.610, -3.382, 5.120], [1.371, -3.120, 6.596], [-3.045, 3.171, -7.073], [1.414, 5.472, -2.530], [0.649, 4.766, -2.865], [-1.424, -4.152, 4.723], [1.376, -4.162, 8.492], [-3.139, 0.430, 6.375], [2.464, 2.185, 0.498], [-3.257, 2.256, 3.091], [3.399, -0.071, -1.634], [0.649, 3.752, -0.974], [-5.933, 0.994, 4.366], [5.313, -2.778, 0.577], [-0.802, 3.453, -1.929], [1.073, -1.282, -3.640], [-1.913, -0.930, 0.796], [7.093, -3.894, 0.065], [-1.430, -1.731, 3.117], [-0.587, 0.045, -2.086], [1.166, 3.944, -3.370], [-0.070, 4.217, -1.651], [5.677, -3.650, -2.338], [-1.870, 0.446, -6.540], [-0.279, -0.418, 3.349], [-0.084, -1.579, 6.126], [6.361, -1.980, -0.591], [4.295, -2.760, -1.682], [-2.114, 3.725, -4.743], [-1.308, 4.503, -4.349], [-3.760, 1.239, -5.407], [1.891, -3.932, 6.077], [2.346, 0.967, -1.673], [-3.486, 2.011, -8.518], [-2.957, -0.612, 6.090], [6.540, -5.220, 0.514], [4.204, -0.292, -2.580], [-5.263, 0.235, 6.623], [4.588, -4.417, -1.167], [-0.592, 5.008, -1.104]]
}